1.
Density functional theory data (ωB97M-V with the def2-TZVPD basis set) for a molecular structure, C35H37BCl3N8NaO4S2.

Summary:
Gap between HOMO and LUMO ... 6.4 eV
LUMO level ... 0.1305 Eh
Net charge ... -2
Energy relative to the best compared isomer or geometry (same formula, charge and spin) ... 29.0 kJ/mol
HOMO ... -2.84 eV

Atoms and positions in Å:
1 Na -0.15 -0.54 -0.35
2 C 2.94 -1.38 -1.51
3 C 2.81 0.11 -1.52
4 C 3.80 1.08 -1.74
5 C 3.14 2.29 -1.60
6 C 3.69 3.67 -1.71
7 N 1.85 2.02 -1.33
8 N 1.64 0.68 -1.29
9 B 0.67 3.01 -1.06
10 N -0.53 2.69 -1.98
11 N -1.13 1.47 -1.98
12 C -2.11 1.53 -2.87
13 C -2.96 0.33 -3.10
14 C -2.17 2.81 -3.45
15 C -1.15 3.52 -2.85
16 C -0.73 4.94 -3.07
17 N 0.27 2.99 0.43
18 N -0.32 1.91 1.00
19 C -0.39 2.16 2.30
20 C -0.94 1.17 3.27
21 C 0.16 3.43 2.58
22 C 0.56 3.92 1.36
23 C 1.23 5.23 1.06
24 H 3.94 -1.68 -1.85
25 H 2.20 -1.86 -2.15
26 H 2.80 -1.79 -0.50
27 H 4.85 0.94 -1.94
28 H 4.74 3.61 -2.01
29 H 3.65 4.20 -0.75
30 H 3.16 4.27 -2.44
31 H 1.06 4.12 -1.33
32 H -2.60 -0.51 -2.50
33 H -2.95 0.03 -4.15
34 H -4.01 0.51 -2.82
35 H -2.86 3.18 -4.20
36 H -1.39 5.39 -3.82
37 H 0.30 5.01 -3.43
38 H -0.79 5.53 -2.16
39 H -1.28 0.28 2.74
40 H -1.77 1.59 3.84
41 H -0.16 0.87 3.97
42 H 0.27 3.90 3.55
43 H 1.27 5.82 1.98
44 H 0.68 5.79 0.31
45 H 2.25 5.10 0.70
46 O 3.30 -0.64 7.06
47 S 3.48 0.46 6.15
48 O 3.41 1.79 6.72
49 N 2.52 0.33 4.85
50 C 3.19 0.15 3.72
51 S 2.56 -0.02 2.19
52 C 4.69 0.12 3.95
53 C 5.70 -0.05 3.02
54 C 7.02 -0.06 3.46
55 C 7.32 0.10 4.81
56 C 6.31 0.27 5.75
57 C 5.00 0.28 5.28
58 H 5.44 -0.17 1.97
59 H 7.82 -0.19 2.75
60 H 8.35 0.09 5.14
61 H 6.52 0.40 6.80
62 C -1.83 -4.06 3.43
63 C -0.55 -3.54 3.47
64 C -0.23 -2.48 2.63
65 N -1.11 -1.94 1.78
66 C -2.34 -2.45 1.75
67 C -2.75 -3.51 2.55
68 H -2.11 -4.88 4.07
69 H 0.20 -3.93 4.14
70 H 0.75 -2.03 2.64
71 H -3.02 -2.00 1.03
72 H -3.76 -3.88 2.48
73 Cl -5.74 -0.70 -0.04
74 C -5.01 0.88 0.36
75 Cl -3.27 0.86 0.43
76 H -5.39 1.17 1.33
77 H -5.31 1.58 -0.40
78 Cl -2.76 -7.18 -5.39
79 C -2.16 -6.02 -4.21
80 C -1.30 -6.45 -3.22
81 C -0.83 -5.53 -2.29
82 C -1.22 -4.20 -2.35
83 C -2.10 -3.79 -3.35
84 C -2.57 -4.70 -4.30
85 C -0.70 -3.20 -1.31
86 O 0.24 -3.59 -0.60
87 O -1.26 -2.08 -1.31
88 H -1.00 -7.49 -3.18
89 H -0.14 -5.82 -1.51
90 H -2.40 -2.76 -3.37
91 H -3.24 -4.39 -5.08

2.
Density functional theory data (ωB97M-V with the def2-TZVPD basis set) for 2 unconnected molecules or ions with the total composition C35H37BF3NO2 at a distorted geometry.

Summary:
SMILES ... C[C@H]([C@@H](C)c1ccccc1)n1c2ccccc2c2ccccc21.CC1(C)OB(c2ccc(C(F)(F)F)cc2)OC1(C)C
Gap between HOMO and LUMO ... 7.9 eV
LUMO level ... 0.0102 Eh
Net charge ... 0
Energy relative to the best compared isomer or geometry (same formula, charge and spin) ... 0.0 kJ/mol
HOMO ... -7.60 eV

Atoms and positions in Å:
1 C 0.58 -5.34 0.61
2 C -0.10 -4.43 -0.41
3 C -0.64 -3.15 0.19
4 C -1.25 -2.07 -0.69
5 C -1.66 -3.42 1.30
6 C -1.20 -4.08 2.45
7 C -2.09 -4.73 3.29
8 C -3.45 -4.45 3.20
9 C -3.87 -3.46 2.30
10 C -3.00 -3.00 1.30
11 N -1.10 -5.11 -1.22
12 C -1.50 -4.49 -2.41
13 C -0.73 -3.60 -3.16
14 C -1.38 -2.89 -4.16
15 C -2.75 -3.07 -4.36
16 C -3.52 -3.98 -3.60
17 C -2.87 -4.74 -2.62
18 C -3.28 -5.66 -1.55
19 C -4.47 -6.31 -1.21
20 C -4.49 -7.23 -0.15
21 C -3.36 -7.40 0.65
22 C -2.21 -6.67 0.42
23 C -2.16 -5.84 -0.70
24 H 1.49 -4.82 0.99
25 H -0.06 -5.57 1.47
26 H 0.83 -6.31 0.17
27 H 0.69 -4.19 -1.12
28 H 0.21 -2.64 0.69
29 H -0.56 -1.53 -1.34
30 H -2.15 -2.32 -1.26
31 H -1.57 -1.34 0.06
32 H -0.14 -4.09 2.70
33 H -1.69 -5.43 4.02
34 H -4.17 -5.03 3.77
35 H -4.90 -3.08 2.32
36 H -3.38 -2.27 0.57
37 H 0.32 -3.46 -2.91
38 H -0.78 -2.20 -4.76
39 H -3.22 -2.47 -5.13
40 H -4.60 -4.07 -3.72
41 H -5.36 -6.09 -1.79
42 H -5.39 -7.82 0.07
43 H -3.36 -8.12 1.47
44 H -1.36 -6.75 1.07
45 C -0.87 0.04 5.37
46 C -0.47 0.88 4.18
47 C -0.62 2.38 4.50
48 O -1.40 0.62 3.09
49 B -0.65 1.06 1.99
50 C -1.30 1.77 0.79
51 C -2.68 2.01 0.81
52 C -3.22 2.97 -0.04
53 C -2.38 3.66 -0.91
54 C -2.89 4.90 -1.62
55 F -2.08 5.97 -1.34
56 F -2.90 4.75 -2.98
57 F -4.15 5.25 -1.23
58 C -1.06 3.25 -1.10
59 C -0.52 2.29 -0.26
60 O 0.72 0.90 2.11
61 C 0.95 0.53 3.51
62 C 2.15 1.35 3.95
63 C 1.30 -0.96 3.64
64 H -0.21 0.28 6.22
65 H -1.90 0.25 5.64
66 H -0.79 -1.03 5.16
67 H -0.02 2.67 5.39
68 H -0.33 3.00 3.64
69 H -1.68 2.57 4.68
70 H -3.33 1.48 1.50
71 H -4.28 3.21 0.00
72 H -0.47 3.71 -1.90
73 H 0.50 1.96 -0.41
74 H 2.32 1.25 5.04
75 H 3.05 0.97 3.43
76 H 2.04 2.41 3.66
77 H 1.52 -1.22 4.68
78 H 0.50 -1.61 3.27
79 H 2.22 -1.18 3.07

- Look up the net charge of the first one.
  -2